{
  "formula": "C39H41FN8O3STc",
  "method": "ωB97M-V/def2-TZVPD",
  "elements": ["Tc", "C", "N", "C", "C", "C", "C", "C", "C", "N", "C", "C", "C", "C", "C", "C", "N", "C", "C", "C", "C", "C", "N", "H", "H", "H", "H", "H", "H", "H", "H", "H", "H", "H", "H", "H", "H", "H", "H", "H", "H", "C", "C", "N", "C", "C", "C", "O", "O", "C", "O", "C", "C", "C", "F", "C", "C", "C", "N", "C", "C", "N", "C", "C", "H", "H", "H", "H", "H", "H", "H", "H", "H", "H", "H", "H", "H", "H", "H", "H", "H", "H", "S", "C", "N", "C", "C", "C", "C", "H", "H", "H", "H", "H"],
  "xyz": [[-2.2582, 0.4316, 0.9031], [-5.1151, -1.4010, 0.7620], [-4.7291, -0.2778, -0.0679], [-4.5956, -0.6137, -1.4683], [-3.4100, 0.0864, -2.0731], [-3.1876, -0.0176, -3.4427], [-2.1109, 0.6323, -4.0149], [-1.3239, 1.4267, -3.1894], [-1.6091, 1.4804, -1.8408], [-2.6043, 0.7885, -1.2636], [-5.4772, 0.9361, 0.1916], [-5.2319, 1.3288, 1.6190], [-6.2243, 1.9286, 2.3795], [-5.9898, 2.1992, 3.7189], [-4.7684, 1.8168, 4.2554], [-3.8265, 1.2299, 3.4302], [-4.0334, 0.9983, 2.1299], [-3.9261, -2.2895, 0.9993], [-4.1172, -3.6464, 1.2428], [-3.0256, -4.4691, 1.4585], [-1.7628, -3.8954, 1.4074], [-1.6547, -2.5389, 1.1756], [-2.7039, -1.7360, 0.9794], [-5.9390, -1.9726, 0.3135], [-5.4687, -1.0459, 1.7344], [-5.5023, -0.3413, -2.0315], [-4.4555, -1.6946, -1.5775], [-3.8599, -0.6101, -4.0427], [-1.8933, 0.5300, -5.0666], [-0.4984, 1.9903, -3.5905], [-1.0037, 2.0899, -1.1828], [-6.5543, 0.8004, 0.0206], [-5.1277, 1.7227, -0.4840], [-7.1811, 2.1515, 1.9313], [-6.7484, 2.6669, 4.3266], [-4.5501, 1.9574, 5.3008], [-2.8652, 0.9268, 3.8248], [-5.1202, -4.0473, 1.2613], [-3.1514, -5.5237, 1.6508], [-0.8722, -4.4863, 1.5438], [-0.6758, -2.0900, 1.1405], [4.5597, -2.6200, 2.7357], [4.5029, -1.1153, 2.4842], [3.2694, -0.7590, 1.7802], [2.2010, -0.4873, 2.5312], [0.9443, -0.1946, 2.0462], [-0.1393, 0.0927, 3.0754], [0.1777, 0.2945, 4.2223], [-1.3582, 0.0724, 2.6542], [0.7268, -0.1762, 0.6460], [-0.3889, 0.0866, 0.0786], [1.8797, -0.5022, -0.1636], [1.7590, -0.5540, -1.5581], [2.8232, -0.8551, -2.3586], [2.5982, -0.8201, -3.6826], [4.1184, -1.1448, -1.8416], [4.2232, -1.1103, -0.4430], [3.1504, -0.7942, 0.4041], [5.1703, -1.4722, -2.6582], [6.5555, -1.2042, -2.3321], [7.4347, -2.4449, -2.5650], [6.9825, -3.1868, -3.7809], [6.2675, -2.2929, -4.7228], [4.9767, -1.7839, -4.0755], [5.4932, -2.8724, 3.2308], [4.4888, -3.1786, 1.8054], [3.7466, -2.9262, 3.3893], [5.3701, -0.7687, 1.9213], [4.5123, -0.5960, 3.4439], [2.3287, -0.4854, 3.6076], [0.8085, -0.3298, -2.0145], [5.1717, -1.3535, 0.0067], [6.6636, -0.8895, -1.2961], [6.9109, -0.3731, -2.9548], [7.3996, -3.1197, -1.7099], [8.4696, -2.1220, -2.6921], [6.3446, -3.9471, -3.5124], [7.7865, -3.6251, -4.2473], [6.0153, -2.8372, -5.6364], [6.9324, -1.4728, -5.0005], [4.1998, -2.5515, -4.1553], [4.6490, -0.9095, -4.6508], [-2.3490, 3.0214, 1.4788], [-1.6219, 4.5603, 1.2013], [-1.7385, 5.4170, 2.2447], [-1.3140, 6.6872, 2.2077], [-0.7284, 7.1841, 1.0684], [-0.6037, 6.3447, -0.0411], [-1.0475, 5.0389, 0.0224], [-2.1832, 5.0633, 3.0902], [-1.4575, 7.2821, 3.0974], [-0.3848, 8.2041, 1.0369], [-0.1660, 6.7195, -0.9520], [-0.9783, 4.3844, -0.8302]],
  "atomic_forces_ev_per_a": [[0.2, 0.1, 0.7], [-0.2, -0.2, 0.1], [0.6, 0.1, 0.2], [0.0, 0.0, -0.1], [-0.3, -0.2, -0.2], [0.1, 0.2, 0.2], [-0.1, -0.1, 0.3], [-0.1, 0.0, 0.2], [0.5, 0.4, -0.4], [0.0, -0.1, 0.1], [-0.2, 0.2, 0.0], [-0.6, 0.1, -0.2], [0.3, -0.2, -0.2], [0.3, -0.1, -0.1], [-0.1, 0.0, -0.2], [0.2, 0.0, 0.9], [0.3, -0.3, -0.2], [-0.6, -0.3, -0.1], [0.2, 0.2, 0.0], [0.0, 0.3, 0.0], [-0.1, 0.2, -0.1], [0.6, -0.6, 0.1], [0.1, 0.6, -0.1], [0.1, 0.0, 0.1], [0.0, 0.0, -0.1], [0.2, -0.1, 0.0], [-0.1, 0.1, 0.0], [-0.1, -0.1, 0.0], [0.0, 0.0, -0.1], [0.1, 0.1, 0.0], [0.0, -0.1, 0.0], [0.1, 0.1, 0.0], [0.0, 0.0, 0.0], [0.0, 0.0, -0.1], [-0.1, 0.0, 0.1], [0.1, 0.0, 0.1], [-0.1, 0.1, 0.0], [-0.1, 0.0, 0.0], [0.0, -0.1, 0.0], [0.1, 0.0, 0.0], [0.0, 0.0, 0.0], [0.1, 0.2, -0.1], [0.6, -0.6, 0.4], [-0.5, 0.3, 0.2], [0.1, 0.1, 0.0], [-0.8, 0.1, -0.5], [2.4, 0.1, 0.4], [-0.4, -0.1, -0.3], [-2.3, 0.2, -1.3], [1.8, -0.4, 1.3], [-1.7, 0.3, -0.2], [-0.1, 0.0, 0.1], [0.4, -0.1, -0.2], [-0.5, 0.2, 0.3], [0.1, 0.0, 0.0], [-0.5, 0.0, 0.5], [0.1, 0.0, -0.1], [-0.6, 0.2, -0.6], [0.2, -0.3, -0.2], [0.2, 0.1, 0.0], [0.2, 0.6, 0.8], [0.1, -0.5, -0.2], [-0.5, 0.5, -0.5], [-0.3, 0.0, -0.3], [0.1, 0.0, 0.0], [0.0, -0.1, -0.1], [-0.1, 0.0, 0.0], [-0.2, 0.1, 0.0], [-0.1, 0.1, -0.2], [0.1, 0.0, 0.0], [-0.1, 0.0, -0.1], [0.0, -0.1, 0.0], [0.1, 0.0, -0.1], [0.0, -0.1, 0.1], [0.0, -0.1, -0.2], [-0.1, -0.2, -0.2], [0.2, 0.1, 0.0], [-0.2, 0.0, 0.1], [0.1, 0.0, 0.2], [0.1, -0.2, 0.1], [0.1, 0.1, -0.1], [0.1, -0.2, 0.0], [-0.5, -0.9, 0.2], [0.6, 0.1, -0.8], [0.0, -0.4, -0.1], [0.2, 0.6, -0.2], [-0.1, -0.2, 0.0], [-0.1, 0.1, 0.3], [-0.1, -0.1, 0.4], [0.1, 0.1, -0.1], [0.0, 0.0, 0.1], [0.0, 0.1, 0.0], [0.1, 0.1, -0.1], [0.0, 0.0, -0.1]],
  "lowdin_spin": [2.587, 0.006, 0.109, 0.007, 0.013, -0.001, 0.011, 0.000, 0.007, 0.010, 0.005, 0.008, 0.000, 0.010, -0.002, 0.004, -0.006, 0.008, -0.002, 0.010, 0.000, 0.005, -0.014, 0.003, 0.000, 0.002, 0.001, 0.000, 0.000, 0.000, 0.001, 0.002, 0.001, 0.000, 0.000, 0.000, 0.000, 0.000, 0.000, 0.000, 0.000, 0.001, 0.001, 0.010, 0.000, 0.011, 0.010, 0.020, 0.101, 0.000, 0.054, 0.004, -0.001, 0.003, 0.001, 0.001, 0.000, 0.001, 0.001, 0.000, 0.000, 0.000, 0.000, 0.000, 0.000, 0.000, 0.000, 0.000, 0.000, 0.000, 0.000, 0.000, 0.000, 0.000, 0.000, 0.000, 0.000, 0.000, 0.000, 0.000, 0.000, 0.000, -0.008, 0.002, 0.001, 0.001, 0.002, 0.000, 0.003, 0.000, 0.000, 0.000, 0.000, 0.000],
  "multiplicity": 4,
  "lumo_ha": [-0.39357, -0.41574],
  "orbital_gap_ev": [6.75, 6.12],
  "total_charge": 4,
  "s2": 3.790
}

***

{
  "formula": "C40H38BN10P2S3Sc",
  "method": "ωB97M-V/def2-TZVPD",
  "elements": ["Sc", "C", "C", "N", "N", "C", "B", "N", "C", "C", "C", "N", "N", "C", "C", "C", "N", "N", "C", "C", "C", "N", "H", "H", "H", "H", "H", "H", "H", "H", "H", "H", "H", "H", "S", "P", "C", "P", "S", "C", "C", "C", "C", "C", "C", "C", "C", "C", "C", "C", "C", "C", "C", "C", "C", "C", "C", "C", "C", "C", "C", "C", "C", "H", "H", "H", "H", "H", "H", "H", "H", "H", "H", "H", "H", "H", "H", "H", "H", "H", "H", "H", "H", "S", "C", "N", "C", "C", "N", "H", "H", "H", "H", "H", "H"],
  "xyz": [[0.1686, 0.7176, 0.1822], [-3.6125, 0.2721, -2.2718], [-2.5688, -0.3356, -1.5705], [-1.9061, 0.5654, -0.8501], [-2.5098, 1.7589, -1.0709], [-3.5264, 1.6074, -1.9337], [-1.7716, 2.9799, -0.4582], [-0.5659, 3.3651, -1.3454], [-0.7598, 3.3990, -2.7076], [-0.0880, 2.5913, -3.5662], [0.5054, 1.3970, -3.0099], [0.7858, 1.2714, -1.7664], [-1.1993, 2.3862, 0.8594], [-1.7527, 2.6491, 1.9713], [-1.2734, 2.1684, 3.2555], [-0.0438, 1.6382, 3.4806], [0.8527, 1.3002, 2.5022], [-2.7233, 4.1558, -0.2751], [-4.0492, 4.1463, 0.0181], [-4.4362, 5.4351, 0.2876], [-3.2517, 6.1804, 0.1507], [-2.2235, 5.4123, -0.1772], [-4.3268, -0.1944, -2.9278], [-2.2596, -1.3672, -1.5505], [-4.1175, 2.4520, -2.2507], [-1.5757, 4.0370, -3.0421], [-0.2647, 2.6645, -4.6300], [0.5818, 0.5239, -3.6673], [-2.6106, 3.3266, 2.0151], [-1.8886, 2.3755, 4.1211], [0.2771, 1.5133, 4.5123], [-4.6182, 3.2302, 0.0143], [-5.4229, 5.7864, 0.5370], [-3.1111, 7.2449, 0.2682], [-0.2248, -1.8578, 0.2617], [1.7484, -1.7413, -0.1927], [2.2684, -0.2367, 0.3690], [3.4134, 0.2328, 1.4050], [2.4061, 1.3775, 3.0260], [4.5444, 1.5219, 0.8620], [5.5594, 1.9982, 1.6901], [6.3669, 3.0369, 1.2543], [6.1624, 3.5964, -0.0013], [5.1537, 3.1185, -0.8272], [4.3417, 2.0788, -0.3972], [4.3988, -0.9430, 2.3493], [3.9503, -1.4628, 3.5609], [4.7026, -2.4177, 4.2246], [5.8889, -2.8766, 3.6685], [6.3290, -2.3767, 2.4512], [5.5917, -1.4029, 1.7949], [2.6216, -3.2103, 0.4043], [3.6998, -3.7267, -0.3129], [4.3769, -4.8409, 0.1595], [3.9815, -5.4418, 1.3465], [2.9077, -4.9301, 2.0621], [2.2276, -3.8162, 1.5927], [1.9415, -1.8222, -1.9958], [2.9574, -1.0960, -2.6073], [3.1478, -1.1790, -3.9799], [2.3159, -1.9846, -4.7464], [1.2956, -2.7060, -4.1392], [1.1086, -2.6276, -2.7666], [5.7269, 1.5552, 2.6652], [7.1595, 3.4066, 1.8915], [6.7991, 4.4042, -0.3390], [5.0047, 3.5486, -1.8094], [3.5545, 1.6846, -1.0301], [3.0151, -1.1245, 3.9898], [4.3570, -2.8108, 5.1718], [6.4724, -3.6281, 4.1847], [7.2495, -2.7404, 2.0137], [5.9458, -1.0032, 0.8519], [4.0026, -3.2728, -1.2486], [5.2064, -5.2454, -0.4065], [4.5041, -6.3180, 1.7096], [2.5932, -5.4046, 2.9831], [1.3750, -3.4255, 2.1359], [3.5868, -0.4519, -2.0040], [3.9404, -0.6113, -4.4511], [2.4609, -2.0482, -5.8176], [0.6438, -3.3326, -4.7347], [0.3094, -3.1859, -2.2937], [1.0351, 2.9960, -0.8726], [0.9068, 4.7810, -0.0179], [0.6902, 5.0056, 1.2676], [0.3856, 6.4181, 1.5454], [0.6831, 7.0839, 0.1845], [0.9895, 5.9253, -0.6628], [0.4452, 4.2533, 1.8885], [1.0119, 6.8049, 2.3460], [-0.6636, 6.5229, 1.8171], [1.5352, 7.7605, 0.2327], [-0.1817, 7.6203, -0.1997], [1.1153, 5.9702, -1.6588]],
  "atomic_forces_ev_per_a": [[0.3, -0.1, -0.1], [0.0, 0.0, 0.0], [0.0, 0.0, 0.0], [-0.1, 0.0, -0.1], [0.0, 0.0, 0.0], [0.0, 0.0, 0.0], [0.0, 0.0, 0.2], [0.0, 0.1, -0.1], [0.0, 0.0, 0.0], [0.0, 0.0, 0.0], [0.1, 0.0, 0.1], [-0.2, 0.0, -0.1], [-0.2, 0.1, -0.2], [0.0, 0.1, 0.2], [0.0, 0.0, 0.0], [0.1, 0.0, 0.0], [-0.1, 0.0, -0.1], [0.0, 0.0, 0.0], [0.0, 0.0, 0.0], [0.0, 0.0, 0.0], [0.0, 0.0, 0.0], [-0.1, 0.0, 0.0], [0.0, 0.0, 0.0], [0.0, 0.0, 0.0], [0.0, 0.0, 0.0], [0.0, 0.0, 0.0], [0.0, 0.0, 0.0], [0.0, 0.0, 0.0], [0.0, 0.0, 0.0], [0.0, 0.0, 0.0], [0.0, 0.0, 0.0], [0.0, 0.0, 0.0], [0.0, 0.0, 0.0], [0.0, 0.0, 0.0], [0.1, 0.0, 0.0], [-0.1, -0.2, 0.0], [0.0, 0.0, -0.1], [0.0, 0.0, 0.1], [0.1, -0.1, 0.1], [0.0, 0.0, 0.0], [0.0, 0.1, -0.1], [0.0, 0.0, 0.0], [0.0, 0.0, 0.0], [0.0, 0.0, 0.0], [0.1, 0.0, 0.0], [0.0, 0.0, 0.0], [0.0, 0.0, 0.0], [0.0, 0.0, 0.0], [0.0, 0.0, 0.0], [0.0, 0.0, 0.0], [0.0, 0.0, 0.0], [0.0, 0.0, 0.0], [0.0, 0.0, 0.0], [0.0, 0.0, 0.0], [0.0, 0.0, 0.0], [0.0, 0.0, 0.0], [0.0, 0.0, 0.0], [0.0, 0.0, 0.0], [0.0, 0.0, 0.0], [0.0, 0.0, 0.0], [0.0, 0.0, 0.0], [0.0, 0.0, 0.0], [0.0, 0.0, 0.0], [0.0, 0.0, 0.0], [0.0, 0.0, 0.0], [0.0, 0.0, 0.0], [0.0, 0.0, 0.0], [0.0, 0.0, 0.0], [0.0, 0.0, 0.0], [0.0, 0.0, 0.0], [0.0, 0.0, 0.0], [0.0, 0.0, 0.0], [0.0, 0.0, 0.0], [0.0, 0.0, 0.0], [0.0, 0.0, 0.0], [0.0, 0.0, 0.0], [0.0, 0.0, 0.0], [0.0, 0.0, 0.0], [0.0, 0.0, 0.0], [0.0, 0.0, 0.0], [0.0, 0.0, 0.0], [0.0, 0.0, 0.0], [0.0, 0.0, 0.0], [0.0, 0.1, 0.1], [0.0, 0.0, 0.0], [0.0, 0.0, -0.1], [0.0, 0.0, 0.0], [0.0, 0.0, 0.0], [0.1, 0.0, 0.1], [0.0, 0.0, 0.0], [0.0, 0.0, 0.0], [0.0, 0.0, 0.0], [0.0, 0.0, 0.0], [0.0, 0.0, 0.0], [-0.1, 0.0, 0.0]],
  "lowdin_spin": [-0.002, 0.001, 0.000, 0.003, 0.003, 0.000, 0.006, 0.001, 0.000, 0.000, 0.000, 0.001, 0.086, 0.018, 0.182, -0.031, 0.365, 0.001, 0.000, 0.000, 0.000, 0.000, 0.000, 0.000, 0.000, 0.000, 0.000, 0.000, -0.001, 0.010, -0.001, 0.000, 0.000, 0.000, 0.003, 0.000, -0.001, 0.015, 0.300, 0.006, 0.003, 0.000, 0.001, 0.000, 0.001, 0.006, 0.008, 0.001, 0.001, 0.001, 0.001, 0.000, 0.000, 0.000, 0.000, 0.000, 0.000, 0.000, 0.000, 0.000, 0.000, 0.000, 0.000, 0.000, 0.000, 0.000, 0.000, 0.000, 0.005, 0.000, 0.000, 0.000, 0.000, 0.000, 0.000, 0.000, 0.000, 0.000, 0.000, 0.000, 0.000, 0.000, 0.000, 0.007, 0.000, 0.000, 0.000, 0.000, 0.000, 0.000, 0.000, 0.000, 0.000, 0.000, 0.000],
  "multiplicity": 2,
  "lumo_ha": [-0.08213, -0.16941],
  "orbital_gap_ev": [7.80, 5.42],
  "total_charge": 1,
  "de_lowest_kcal_mol": 100.5,
  "s2": 0.783
}

***

Number 1: E_tot -2752.1884 a.u.. Number 2: E_tot -4757.4369 a.u..